This record from OMol25 describes a molecular structure, C26H17F9N4O3STi. The level of theory is ωB97M-V/def2-TZVPD.

Atoms and positions in Å:
H: -8.0501 2.3906 -2.9293
H: 3.3609 4.0948 -0.2075
C: -1.9442 0.4167 4.4982
F: 1.9875 -1.4627 -2.3544
C: 0.5658 3.1813 4.8809
C: -4.7451 3.1799 -2.7192
C: 0.9004 2.4374 2.1801
H: -2.6926 -0.1399 5.0429
C: -3.5821 1.6110 -1.3093
C: -5.9708 1.4767 -1.5880
C: 2.6620 -2.6614 0.0220
N: 0.9832 2.0206 0.9027
F: 2.8347 -3.0909 1.2709
S: 1.6261 4.8221 6.2052
C: 0.9325 -1.9264 -1.6983
C: 1.5137 3.8469 4.0585
C: -1.7120 0.1308 3.1584
C: 1.2299 -2.0898 -0.1736
H: -4.3689 -1.0708 -0.4748
O: 1.1307 -0.8528 0.4083
H: 1.8636 2.2447 -0.9366
H: -1.5859 2.8138 -3.0703
H: -6.0074 -0.5293 -0.0895
O: -2.3146 0.0969 0.0766
C: -0.2579 2.1082 4.3582
N: 2.1763 4.7988 4.6932
H: -1.7979 3.8986 -1.7133
H: -2.2746 -0.6322 2.6351
H: -4.6347 -0.0153 0.8964
N: 0.5329 3.6444 6.1189
F: 2.8733 -3.6836 -0.8094
O: -1.1873 1.6135 -0.9568
H: -7.1067 3.3435 -4.0839
C: -5.9634 2.5740 -2.4371
C: 1.6915 3.4739 2.6686
C: -2.3016 3.4706 -2.5787
H: 3.2242 4.8882 2.1638
F: 0.2299 -4.2737 0.0754
H: -6.9123 0.9877 -1.3685
C: -7.2354 3.1053 -3.0283
C: -2.3479 1.0984 -0.7285
C: -4.9619 -0.2294 -0.1204
F: -1.0555 -2.5200 0.1706
H: -7.5307 4.0256 -2.5204
F: 0.2615 -2.9838 1.8107
H: -1.3629 1.6718 6.1453
H: -2.5587 4.2763 -3.2635
C: -0.0737 1.7565 3.0240
H: -4.7253 4.0314 -3.3893
Ti: -0.3244 0.3608 0.3869
F: -0.0475 -0.9827 -1.8301
C: 2.6733 3.6474 0.4952
C: -1.2125 1.4140 5.1051
F: 3.5694 -1.7195 -0.2169
C: -4.8130 0.9755 -1.0142
F: 0.5031 -3.0297 -2.2837
N: -0.7975 0.7775 2.4423
C: 1.8417 2.6113 0.0821
C: 2.5989 4.0838 1.7990
C: -3.5527 2.7299 -2.1817
C: 0.1666 -3.0169 0.4805

Summary:
Relative energy (zero: lowest compared OMol25 entry of this formula, charge and spin)   0.0 kcal/mol
DFT total energy   -97750.0847 eV
2S+1   2
Orbital gap (alpha / beta)   7.4 / 7.4 eV
Net charge   +1